# C3H4N2OS2

One molecule with the formula C3H4N2OS2 (ωB97M-V/def2-TZVPD, OMol25).

The geometry in XYZ format:
```
12
Properties=species:S:1:pos:R:3:forces:R:3
S 2.486411 -0.188292 -0.293649 1.2 0.1 0.9
S -0.565101 2.411370 -1.594957 1.4 -1.3 0.8
O -1.667201 -1.583985 2.089728 -0.1 0.4 -1.9
N 0.863872 0.208479 -0.470610 -1.5 2.2 -0.6
N -1.355092 -0.229505 0.195102 0.3 -0.7 0.4
C 0.694134 1.426397 -1.206149 -0.7 -0.5 -0.4
C -0.106045 -0.492369 0.184502 -0.7 -0.3 -0.5
C -2.042941 -1.180246 0.993782 -1.7 0.2 1.8
H 0.273019 -1.411259 0.560398 0.4 -0.7 0.8
H 1.711711 1.482426 -1.568745 -0.1 1.4 -0.8
H 2.848328 0.951057 0.415912 -0.2 -1.0 -0.3
H -3.141095 -1.394073 0.694685 1.7 0.2 -0.1
```
Forces are in eV/Å.

As for the relative energy (zero: lowest compared OMol25 entry of this formula, charge and spin): 2.4070 eV. The HOMO energy comes out at -9.08 eV. The calculation puts the HOMO-LUMO gap at 8.29 eV. Its calculated total energy is -1097.7661 Eh. As for the structure (SMILES): O=C/N=C/N(S)C=S. As for the spin multiplicity: 1. As for the largest force on an atom: 2.74 eV Å⁻¹.


# C16H48O8

A 8-piece molecular cluster, C16H48O8 overall (ωB97M-V/def2-TZVPD, OMol25).

The geometry in XYZ format:
```
72
Properties=species:S:1:pos:R:3:forces:R:3
O 0.813608 -1.926760 -3.883388 -0.8 0.5 -0.6
O -0.117680 -2.550978 5.758813 -0.2 -0.3 0.4
O 0.737235 3.688810 -0.829553 0.2 0.9 0.0
O 0.482936 1.117985 0.209123 0.1 2.0 -0.2
O 2.748903 -0.312754 -0.128070 -0.5 0.8 -0.4
O 1.238351 2.179092 4.646962 1.7 -2.0 0.7
O 1.868704 -4.384046 -2.896563 0.3 0.8 0.1
O -3.590498 2.551096 -2.928899 -1.6 0.2 -1.8
C -2.788223 2.592058 -1.837442 -0.3 -0.7 2.2
C 0.081578 4.552833 0.017683 -0.6 2.0 -2.7
C -0.639351 -0.913316 -0.413498 -0.1 -0.1 0.0
C 1.094280 -1.088889 4.350722 -0.7 0.2 -0.7
C -0.618771 2.767322 3.422701 0.0 1.2 -0.3
C -0.205547 -5.559319 -2.548707 -0.1 0.0 0.0
C 2.895025 -2.643582 0.349933 0.2 -0.6 -0.1
C -3.606118 3.037209 -0.599816 0.6 0.7 -0.5
C 0.978640 -4.847757 -1.905258 -0.8 -1.0 0.1
C -1.329155 -1.200517 -4.880197 0.7 -0.1 -0.2
C -0.530987 0.229497 0.617040 -0.4 -0.4 -0.4
C 0.892069 3.036136 3.624839 -2.1 0.2 0.6
C -0.294022 -1.356502 5.029387 1.9 0.2 -0.5
C 2.911227 -1.581138 -0.749034 0.6 -1.3 0.8
C -0.072910 5.874484 -0.750428 0.2 0.0 0.9
C -0.538231 -2.320425 -4.187404 -0.1 0.9 0.6
H 0.915380 2.508997 5.488652 0.0 0.1 -0.1
H 1.501918 -5.537993 -1.243548 0.1 -0.1 0.1
H 1.404191 -1.892480 3.682667 -0.1 -0.7 0.5
H 2.173387 -1.758298 -1.531530 -0.3 0.5 0.3
H -0.719909 -2.496805 6.504466 0.0 -0.4 0.1
H 2.248458 -5.142811 -3.345637 0.0 0.0 -0.1
H 0.627044 -4.048215 -1.253178 0.2 0.5 -0.4
H -1.045651 -2.445104 -3.230803 -0.2 -0.5 0.2
H -1.113047 3.586524 2.900475 -0.1 0.1 -0.3
H 1.885081 -0.875969 5.070022 -0.2 -0.3 0.1
H 3.010978 -3.663545 -0.016581 -0.1 0.0 -0.4
H -3.089998 2.283618 -3.703206 0.0 -0.1 -0.1
H -0.894826 4.154967 0.294192 -0.2 -0.6 0.5
H -1.971865 3.284237 -2.043731 0.6 0.1 0.4
H 0.901144 6.291400 -1.006357 0.0 0.1 0.1
H -2.458992 1.576670 -1.616734 0.8 -0.1 0.0
H -0.630520 5.735703 -1.676664 -0.1 -0.3 0.1
H -1.402417 0.875249 0.725263 -0.4 -0.4 -0.2
H -1.070228 -1.087753 -5.932977 0.0 -0.1 0.0
H 1.319454 0.648179 0.175576 0.9 -0.6 -0.3
H 0.590068 2.812778 -0.465525 0.0 -3.1 0.6
H 2.002362 -2.653132 0.975372 -0.1 0.3 -0.1
H 1.119928 4.010610 4.056792 -0.3 0.7 -1.0
H -3.007451 2.988967 0.309785 0.3 0.0 0.1
H -1.113959 -1.495023 4.324668 0.0 0.3 -0.3
H 0.153979 -6.396417 -3.147124 -0.1 -0.2 0.1
H -1.094010 2.748202 4.403457 0.0 -0.1 0.0
H 3.881562 -1.659577 -1.239340 0.1 0.3 -0.1
H 1.258242 -2.702145 -3.533125 0.3 -0.5 -0.1
H 0.698763 4.615348 0.913941 0.4 0.0 0.8
H -1.610432 -1.401006 -0.498834 -0.1 0.1 0.5
H -1.102627 -0.241339 -4.414622 0.1 0.0 0.2
H 3.491915 -0.118095 0.447811 0.2 -0.2 0.0
H -0.834761 1.833010 2.904531 0.3 0.0 0.1
H -0.281649 -0.142068 1.610957 -0.1 -0.2 0.1
H -0.406812 -0.596375 -1.430145 0.1 0.4 0.0
H -0.912399 -5.926284 -1.804527 0.1 -0.2 0.1
H 1.420684 2.838801 2.692244 0.5 -0.1 0.3
H 0.094709 -1.687099 -0.188741 0.0 0.0 0.1
H -0.509116 -0.542364 5.721497 -0.2 0.2 -0.2
H -2.404857 -1.356194 -4.798196 0.0 -0.2 0.0
H -0.563201 -3.259715 -4.739858 0.0 0.1 -0.1
H -4.501658 2.463516 -0.361086 0.1 -0.2 -0.6
H 3.768160 -2.537153 0.993677 0.0 0.3 0.2
H 1.136442 -0.269607 3.633007 -0.6 0.6 0.3
H -0.619142 6.573681 -0.117287 0.1 0.1 -0.1
H -0.780539 -4.919736 -3.218349 0.2 0.2 0.1
H -3.874847 4.081306 -0.760289 -0.3 0.0 0.2
```
Forces are in eV/Å.

As for the net charge: +1. As for the relative energy (zero: lowest compared OMol25 entry of this formula, charge and spin): 0.0000 eV. The HOMO energy (alpha / beta) comes out at -11.99 / -11.99 eV. The calculation puts the HOMO-LUMO gap (alpha / beta) at 9.67 / 2.90 eV. Its calculated total energy is -1239.8655 Eh. As for the spin multiplicity: 2. As for the expectation value of S²: 0.7542. As for the largest force on an atom: 3.42 eV Å⁻¹.


Question: What is the relative energy (zero: lowest compared OMol25 entry of this formula, charge and spin) in the second record?
Answer: 0.0000 eV


Question: Look up the calculated total energy of the first one.
Answer: -1097.7661 Eh


Question: The lowest calculated total energy belongs to which entry?
Answer: C16H48O8


Question: Look up the calculated total energy of the second one.
Answer: -1239.8655 Eh